w.
This record from OMol25 describes an isolated ion of composition C5H8N and charge +1. The level of theory is ωB97M-V with the def2-TZVPD basis set.

As for the net charge: +1. The LUMO energy is -8.37 eV. The calculation puts the gap between HOMO and LUMO at 0.298 hartree.

CARTESIAN COORDINATES (ANGSTROEM)
C  4.21  -0.17  0.61
C  3.34  0.36  -0.13
C  -0.62  0.79  0.23
C  -0.19  -0.63  -0.09
C  1.12  -0.67  -0.77
N  2.05  0.22  -0.12
H  -0.11  1.10  1.24
H  -0.41  1.51  -0.53
H  -1.79  0.86  0.22
H  -1.00  -1.16  -0.72
H  -0.17  -1.21  0.82
H  1.68  -1.63  -0.65
H  1.14  -0.24  -1.80
H  1.49  0.86  0.50

Atom charges from the natural (NBO) analysis, given in e for atoms 1 to 2: 0.359 -0.001


x.
This record from OMol25 describes an isolated ion of composition C5H8N and charge +1. The level of theory is ωB97M-V with the def2-TZVPD basis set.

As for the net charge: +1. The LUMO energy is -3.48 eV. The calculation puts the gap between HOMO and LUMO at 0.404 hartree.

CARTESIAN COORDINATES (ANGSTROEM)
C  -1.91  -1.00  -1.98
C  -1.01  -0.48  -1.24
C  -0.09  0.07  -0.52
C  1.07  0.93  -0.49
N  0.39  0.63  0.73
C  0.77  -0.26  1.88
H  -2.65  -0.40  -2.57
H  -2.13  -2.07  -2.15
H  2.07  0.51  -0.55
H  0.85  1.96  -0.82
H  -0.13  1.49  0.96
H  1.29  0.32  2.67
H  -0.01  -0.63  2.44
H  1.49  -1.07  1.64

Atom charges from the natural (NBO) analysis, given in e for atoms 1 to 2: -0.359 0.095


y.
This record from OMol25 describes C5H8N as an isolated structure. The level of theory is ωB97M-V with the def2-TZVPD basis set.

As for the net charge: +1. The LUMO energy (spin up / spin down) is -6.03 / -6.03 eV. The calculation puts the gap between HOMO and LUMO (spin up / spin down) at 0.316 / 0.316 hartree.

CARTESIAN COORDINATES (ANGSTROEM)
C  0.49  -0.93  -1.23
C  0.63  0.40  -1.53
C  0.41  1.98  0.60
C  0.28  -0.63  0.28
C  -1.24  -1.17  0.90
N  0.43  0.72  -0.15
H  0.64  -1.75  -1.95
H  0.89  0.98  -2.38
H  0.33  2.23  1.62
H  0.33  2.86  -0.09
H  1.03  -1.01  0.96
H  -1.90  -0.70  0.22
H  -1.13  -0.67  1.83
H  -1.18  -2.30  0.91

Atom charges from the natural (NBO) analysis, given in e for atoms 1 to 2: -0.082 -0.048


z.
This record from OMol25 describes C5H8N as an isolated structure. The level of theory is ωB97M-V with the def2-TZVPD basis set.

As for the net charge: +1. The LUMO energy is -4.97 eV. The calculation puts the gap between HOMO and LUMO at 0.372 hartree.

CARTESIAN COORDINATES (ANGSTROEM)
C  1.02  -1.44  1.84
C  1.10  0.41  -0.17
C  -0.69  -0.45  0.31
C  0.60  -0.72  0.79
C  -1.21  1.17  -1.42
N  -0.41  0.39  -0.56
H  0.46  -2.19  2.31
H  2.02  -1.54  2.14
H  1.45  1.25  0.37
H  1.62  -0.02  -1.05
H  -1.65  -0.83  0.39
H  -2.16  0.77  -1.28
H  -1.22  2.24  -1.24
H  -0.91  0.95  -2.42

Atom charges from the natural (NBO) analysis, given in e for atoms 1 to 2: -0.194 -0.209


Most favorable structure: z. The second most favorable one is 35.3 kcal/mol above it.


w.
This record from OMol25 describes a single C5H8N2O molecule. The level of theory is ωB97M-V with the def2-TZVPD basis set.

As for the net charge: 0. The LUMO energy is 0.94 eV. The calculation puts the gap between HOMO and LUMO at 0.336 hartree.

CARTESIAN COORDINATES (ANGSTROEM)
C  2.17  -0.68  -0.03
N  1.03  0.15  0.27
C  0.63  1.17  -0.52
N  -0.58  1.56  -0.31
C  -1.15  0.61  0.66
C  -1.24  -0.83  0.24
O  -1.11  -1.15  -1.11
C  -0.06  -0.31  1.04
H  2.63  -1.11  0.89
H  1.83  -1.57  -0.60
H  2.96  -0.14  -0.56
H  1.26  1.71  -1.30
H  -1.91  0.97  1.32
H  -2.03  -1.42  0.75
H  -1.16  -0.32  -1.62
H  0.16  -0.71  2.02

Atom charges from the natural (NBO) analysis, given in e for atoms 1 to 2: -0.404 -0.412


x.
This record from OMol25 describes a single C5H8N2O molecule. The level of theory is ωB97M-V with the def2-TZVPD basis set.

As for the net charge: 0. The LUMO energy is 0.81 eV. The calculation puts the gap between HOMO and LUMO at 0.329 hartree.

CARTESIAN COORDINATES (ANGSTROEM)
N  -2.26  -0.20  0.63
C  -1.47  -0.68  -0.49
C  0.04  -0.39  -0.35
C  1.09  -1.24  -0.05
N  2.24  -0.44  0.14
C  1.85  0.86  0.13
C  0.49  0.95  -0.15
O  -0.33  2.03  -0.06
H  -1.72  -0.46  1.45
H  -2.21  0.84  0.64
H  -1.84  -0.24  -1.41
H  -1.59  -1.80  -0.45
H  1.13  -2.32  -0.07
H  2.98  -0.73  0.76
H  2.48  1.73  0.13
H  -0.89  2.08  -0.84

Atom charges from the natural (NBO) analysis, given in e for atoms 1 to 2: -0.811 -0.238


y.
This record from OMol25 describes C5H8N2O as an isolated structure. The level of theory is ωB97M-V with the def2-TZVPD basis set.

As for the net charge: 0. The LUMO energy is 0.39 eV. The calculation puts the gap between HOMO and LUMO at 0.310 hartree.

CARTESIAN COORDINATES (ANGSTROEM)
C  0.36  1.43  -0.13
C  -0.37  0.04  1.09
N  0.57  -0.89  1.49
C  -0.51  0.35  -0.54
C  0.00  -0.78  -1.35
C  1.17  -0.78  -1.99
O  -0.18  2.55  0.27
N  -1.31  0.55  1.78
H  -1.16  2.45  0.43
H  0.28  -1.61  2.13
H  1.31  -1.10  0.85
H  -1.24  0.31  2.77
H  -1.54  0.64  -0.79
H  -0.65  -1.65  -1.41
H  1.80  0.09  -1.99
H  1.47  -1.61  -2.61

Atom charges from the natural (NBO) analysis, given in e for atoms 1 to 2: 0.222 0.464


z.
This record from OMol25 describes a 2-piece molecular cluster, C5H8N2O overall. The level of theory is ωB97M-V with the def2-TZVPD basis set.

As for the net charge: 0. The LUMO energy (spin up / spin down) is -0.35 / -0.35 eV. The calculation puts the gap between HOMO and LUMO (spin up / spin down) at 0.312 / 0.312 hartree.

CARTESIAN COORDINATES (ANGSTROEM)
C  1.11  -1.96  0.98
C  0.83  -0.71  0.54
N  1.56  0.30  -0.25
C  1.17  0.63  1.01
O  1.19  1.50  1.82
H  1.17  -2.79  0.29
H  1.03  -2.19  2.03
H  2.49  0.23  -0.64
C  -1.13  -0.68  -0.43
N  -1.61  0.47  -0.03
C  -1.38  1.65  -0.82
H  -0.79  -0.81  -1.47
H  -1.60  -1.56  0.00
H  -0.94  2.42  -0.19
H  -0.75  1.48  -1.70
H  -2.36  2.02  -1.14

Atom charges from the natural (NBO) analysis, given in e for atoms 1 to 2: -0.433 0.058


Most favorable structure: x. The second most favorable one is 18.1 kcal/mol above it.


w.
This record from OMol25 describes a 2-piece molecular cluster, C5H8N2O overall. The level of theory is ωB97M-V with the def2-TZVPD basis set.

As for the net charge: 0. The LUMO energy is -0.71 eV. The calculation puts the gap between HOMO and LUMO at 0.297 hartree.

CARTESIAN COORDINATES (ANGSTROEM)
C  -0.18  1.68  0.46
C  -0.19  0.91  -0.67
C  -1.61  -0.71  0.11
C  1.07  0.07  -0.92
C  2.30  -0.08  -1.23
H  -1.15  2.36  0.55
H  -0.13  1.24  1.64
H  0.57  2.51  0.19
H  -0.06  1.53  -1.68
H  -2.54  -1.34  0.08
H  0.39  -0.67  0.59
H  0.51  -3.36  1.78
H  3.29  -0.15  -1.63
N  -1.43  0.27  -0.67
N  -0.62  -1.35  0.71
O  -0.22  -2.90  0.69

Atom charges from the natural (NBO) analysis, given in e for atoms 1 to 2: -0.634 -0.176


x.
This record from OMol25 describes a single C5H8N2O molecule. The level of theory is ωB97M-V with the def2-TZVPD basis set.

As for the net charge: 0. The LUMO energy is 0.73 eV. The calculation puts the gap between HOMO and LUMO at 0.358 hartree.

CARTESIAN COORDINATES (ANGSTROEM)
O  0.68  1.80  -2.53
C  0.39  1.26  -1.42
N  1.16  0.20  -0.95
C  0.72  -1.09  -0.37
C  -0.83  -1.23  -0.21
N  -1.19  -0.03  0.53
C  -0.10  0.48  1.31
C  1.14  0.02  0.50
H  -0.52  1.79  -0.90
H  1.36  -1.93  -0.63
H  -1.08  -2.16  0.41
H  -1.31  -1.20  -1.27
H  -2.04  0.13  1.05
H  -0.13  0.21  2.36
H  -0.38  1.64  1.27
H  2.10  0.09  0.84

Atom charges from the natural (NBO) analysis, given in e for atoms 1 to 2: -0.544 0.501


Most favorable structure: x. The second most favorable one is 176.1 kcal/mol above it.


w.
This record from OMol25 describes a single C5H8N2O molecule. The level of theory is ωB97M-V with the def2-TZVPD basis set.

As for the net charge: 0. The LUMO energy is 0.90 eV. The calculation puts the gap between HOMO and LUMO at 0.382 hartree.

CARTESIAN COORDINATES (ANGSTROEM)
H  0.33  2.36  -0.50
N  -0.59  2.14  -0.21
C  -0.79  0.91  0.06
N  -2.07  0.44  0.40
O  -1.94  -0.77  -0.42
C  -0.84  -1.45  0.13
C  0.19  -0.30  0.02
C  1.52  0.09  0.70
C  1.45  -0.26  -0.71
H  -2.77  1.03  -0.16
H  -1.09  -1.63  1.22
H  -0.66  -2.29  -0.48
H  2.07  -0.69  1.20
H  1.64  1.17  1.07
H  1.83  -1.25  -0.86
H  1.72  0.50  -1.45

Atom charges from the natural (NBO) analysis, given in e for atoms 1 to 2: 0.340 -0.690


x.
This record from OMol25 describes C5H8N2O as an isolated structure. The level of theory is ωB97M-V with the def2-TZVPD basis set.

As for the net charge: 0. The LUMO energy is 0.79 eV. The calculation puts the gap between HOMO and LUMO at 0.376 hartree.

CARTESIAN COORDINATES (ANGSTROEM)
C  -1.57  0.17  0.17
C  2.02  -0.46  -1.02
C  2.54  -0.28  0.40
C  0.71  -0.15  -0.29
C  -2.99  0.55  -0.23
N  -0.58  -0.10  -0.66
N  1.15  -0.02  0.91
O  -1.50  0.37  1.54
H  2.46  0.14  -1.81
H  2.15  -1.53  -1.30
H  2.86  -1.33  0.89
H  3.25  0.52  0.62
H  -0.55  0.20  1.79
H  -3.65  0.19  0.56
H  -3.22  0.17  -1.34
H  -3.08  1.56  -0.22

Atom charges from the natural (NBO) analysis, given in e for atoms 1 to 2: 0.659 -0.487


Most favorable structure: x. The second most favorable one is 45.2 kcal/mol above it.